No. 1
A 7-piece molecular cluster, H14O7 overall in a non-equilibrium geometry. Source: the Open Molecules 2025 dataset; level of theory: ωB97M-V with the def2-TZVPD basis set.

Each line ends with the Mulliken charge.
Geometry (Å):
O: -0.313 0.940 -2.275  -0.6543
H: -0.508 0.861 -1.340  0.2657
H: 0.498 0.379 -2.329  0.3328
O: 0.133 -0.211 0.403  -0.6542
H: 0.577 -0.067 1.247  0.3768
H: -0.719 0.152 0.344  0.3833
O: -2.061 -1.975 -1.279  -0.6100
H: -2.037 -2.929 -1.164  0.3144
H: -1.245 -1.755 -1.685  0.2962
O: 1.316 2.473 0.092  -0.5953
H: 1.018 1.591 0.275  0.3382
H: 1.704 2.505 -0.786  0.3135
O: 1.864 0.732 2.226  -0.6436
H: 2.630 0.786 1.632  0.3208
H: 2.238 0.836 3.122  0.2746
O: -1.893 1.740 0.324  -0.5802
H: -2.749 1.883 -0.010  0.2487
H: -1.780 1.996 1.241  0.2900
O: 0.202 -3.501 -0.238  -0.6113
H: 0.858 -3.853 0.380  0.2842
H: 0.274 -2.586 -0.185  0.3098

Output
HOMO-LUMO gap ... 11.05 eV
ΔE to the lowest compared entry with this formula, charge and spin ... 41.6 kcal per mole
SMILES ... O.O.O.O.O.O.O
HOMO energy ... -10.83 eV
E ... -14559.65878 eV

No. 2
A 7-piece molecular cluster, H14O7 overall. Source: the Open Molecules 2025 dataset; level of theory: ωB97M-V with the def2-TZVPD basis set.

Each line ends with the Mulliken charge.
Geometry (Å):
O: 0.004 -0.019 0.571  -0.5852
H: -0.032 -0.144 1.526  0.3118
H: -0.774 -0.485 0.245  0.2956
O: 1.891 2.359 1.107  -0.6020
H: 1.684 1.747 1.822  0.2930
H: 1.130 2.949 1.075  0.3007
O: 3.825 -0.452 0.251  -0.6236
H: 4.217 -1.285 -0.034  0.3038
H: 2.878 -0.632 0.270  0.3170
O: -3.820 0.585 -1.202  -0.6296
H: -3.007 1.008 -1.501  0.3255
H: -4.509 0.999 -1.734  0.3022
O: 0.030 0.403 3.710  -0.6385
H: -0.423 0.697 4.509  0.2986
H: 0.372 -0.467 3.941  0.3239
O: -0.820 0.705 -3.365  -0.6344
H: -0.496 1.483 -2.898  0.3241
H: -1.093 1.045 -4.225  0.3107
O: -0.807 -3.465 -1.166  -0.6192
H: -1.009 -3.990 -0.383  0.3119
H: -1.355 -3.855 -1.857  0.3136

Output
HOMO-LUMO gap ... 11.00 eV
ΔE to the lowest compared entry with this formula, charge and spin ... 48.3 kcal per mole
SMILES ... O.O.O.O.O.O.O
HOMO energy ... -10.65 eV
E ... -14559.36580 eV

No. 3
A 7-piece molecular cluster, H14O7 overall in a non-equilibrium geometry. Source: the Open Molecules 2025 dataset; level of theory: ωB97M-V with the def2-TZVPD basis set.

Each line ends with the Mulliken charge.
Geometry (Å):
O: 1.719 -0.027 3.071  -0.6335
H: 1.042 0.027 2.338  0.3586
H: 1.426 -0.662 3.757  0.3083
O: 3.067 0.986 -0.294  -0.6753
H: 2.183 0.652 0.096  0.4232
H: 2.683 1.600 -0.961  0.3026
O: -1.059 -1.846 -0.218  -0.6793
H: -0.490 -2.426 0.066  0.2817
H: -1.565 -2.062 -0.943  0.2938
O: 0.318 2.426 -1.219  -0.7431
H: -0.436 2.095 -1.849  0.4103
H: -0.226 2.990 -0.658  0.3317
O: -0.972 0.660 -2.922  -0.7493
H: -0.999 1.002 -3.942  0.3450
H: -0.053 0.327 -2.679  0.3776
O: 0.221 0.436 0.524  -0.7431
H: -0.560 -0.127 0.272  0.3424
H: 0.245 1.163 -0.110  0.3970
O: -2.462 -2.227 2.045  -0.6347
H: -2.196 -2.116 1.155  0.3991
H: -1.880 -2.871 2.461  0.2871

Output
HOMO-LUMO gap ... 10.30 eV
ΔE to the lowest compared entry with this formula, charge and spin ... 61.0 kcal per mole
SMILES ... O.O.O.O.O.O.O
HOMO energy ... -10.49 eV
E ... -14558.81453 eV

No. 4
A 7-piece molecular cluster, H14O7 overall in a non-equilibrium geometry. Source: the Open Molecules 2025 dataset; level of theory: ωB97M-V with the def2-TZVPD basis set.

Each line ends with the Mulliken charge.
Geometry (Å):
O: 0.526 -0.295 1.228  -0.5884
H: 0.575 0.650 1.404  0.3480
H: 1.118 -0.524 0.539  0.3068
O: -2.185 -0.766 1.266  -0.6591
H: -2.756 -1.368 1.799  0.3014
H: -1.280 -1.012 1.481  0.3275
O: -1.064 -0.022 -1.230  -0.6182
H: -0.975 -0.535 -0.415  0.3181
H: -1.008 -0.681 -1.893  0.3406
O: -0.401 -2.737 -0.680  -0.5533
H: 0.379 -2.305 -0.952  0.3230
H: -0.181 -3.604 -0.920  0.3233
O: 1.740 -0.954 -1.192  -0.7718
H: 1.149 -0.342 -1.657  0.2884
H: 2.560 -0.484 -1.124  0.3484
O: 0.976 2.349 -0.581  -0.7074
H: 0.390 1.781 -1.111  0.3527
H: 0.727 3.222 -0.938  0.3304
O: 0.123 2.603 1.925  -0.7473
H: -0.774 2.325 2.064  0.3197
H: 0.359 2.692 0.979  0.4172

Output
HOMO-LUMO gap ... 11.06 eV
ΔE to the lowest compared entry with this formula, charge and spin ... 31.2 kcal per mole
SMILES ... O.O.O.O.O.O.O
HOMO energy ... -10.86 eV
E ... -14560.11006 eV

No. 5
A 7-piece molecular cluster, H14O7 overall in a non-equilibrium geometry. Source: the Open Molecules 2025 dataset; level of theory: ωB97M-V with the def2-TZVPD basis set.

Each line ends with the Mulliken charge.
Geometry (Å):
O: 21.591 42.909 -0.273  -0.4013
H: 22.261 42.909 0.422  0.5585
H: 21.831 43.673 -0.965  0.4433
H: 20.638 42.644 -0.122  0.3894
O: 23.523 43.142 0.958  -1.4567
H: 23.058 43.458 1.828  0.3347
O: 24.115 43.312 4.296  -0.6410
H: 23.387 42.615 4.649  0.3447
H: 24.480 42.946 3.600  0.2830
O: 25.359 41.798 0.002  -0.6580
H: 25.776 40.870 0.173  0.3214
H: 24.912 42.120 0.779  0.3068
O: 22.186 45.521 0.968  -0.6650
H: 22.819 44.760 1.137  0.3883
H: 22.438 46.158 1.661  0.3081
O: 25.827 44.520 0.884  -0.6822
H: 26.244 43.880 0.190  0.3419
H: 25.034 43.999 1.157  0.3947
O: 23.157 40.649 1.788  -0.6293
H: 23.194 40.190 0.890  0.3638
H: 23.345 41.516 1.467  0.3548

Output
HOMO-LUMO gap ... 9.19 eV
ΔE to the lowest compared entry with this formula, charge and spin ... 113.5 kcal per mole
HOMO energy ... -9.93 eV
E ... -14556.54040 eV

No. 6
A 7-piece molecular cluster, H14O7 overall. Source: the Open Molecules 2025 dataset; level of theory: ωB97M-V with the def2-TZVPD basis set.

Each line ends with the Mulliken charge.
Geometry (Å):
O: 0.818 0.746 0.179  -0.5962
H: 1.165 0.894 -0.708  0.3475
H: 0.056 0.173 0.040  0.2770
O: 2.501 -4.109 1.749  -0.6304
H: 3.191 -3.916 1.104  0.3177
H: 1.839 -3.427 1.594  0.3138
O: 0.093 1.980 2.406  -0.6270
H: 0.223 2.218 1.481  0.3009
H: 0.663 1.213 2.533  0.3079
O: -1.076 -1.261 -1.382  -0.6227
H: -1.305 -0.327 -1.435  0.3134
H: -1.656 -1.605 -0.693  0.2855
O: -0.741 3.048 -1.319  -0.6379
H: -1.493 2.672 -0.848  0.3233
H: -0.081 3.188 -0.631  0.3160
O: 3.351 0.598 -1.248  -0.6394
H: 2.748 1.142 -0.729  0.3238
H: 3.455 -0.204 -0.723  0.3227
O: -4.435 -0.643 -0.494  -0.6054
H: -5.348 -0.895 -0.314  0.3111
H: -3.968 -1.484 -0.562  0.2984

Output
HOMO-LUMO gap ... 11.16 eV
ΔE to the lowest compared entry with this formula, charge and spin ... 53.7 kcal per mole
SMILES ... O.O.O.O.O.O.O
HOMO energy ... -11.35 eV
E ... -14559.13476 eV

No. 7
A 7-piece molecular cluster, H14O7 overall. Source: the Open Molecules 2025 dataset; level of theory: ωB97M-V with the def2-TZVPD basis set.

Each line ends with the Mulliken charge.
Geometry (Å):
O: -0.391 -0.491 -0.642  -0.5047
H: -1.063 -0.967 -0.142  0.2249
H: -0.873 -0.117 -1.388  0.3232
O: -3.598 -2.384 -0.549  -0.6127
H: -4.253 -2.586 0.129  0.3162
H: -3.331 -1.478 -0.355  0.2501
O: 1.321 2.824 -1.261  -0.6129
H: 1.432 1.951 -0.867  0.2852
H: 1.475 2.678 -2.201  0.3171
O: 0.177 1.924 2.005  -0.5842
H: 0.906 1.514 1.527  0.2819
H: 0.454 1.892 2.928  0.3078
O: 1.439 -1.482 2.083  -0.5956
H: 0.623 -1.463 2.596  0.3095
H: 1.895 -0.672 2.336  0.2769
O: 4.451 -1.634 -1.349  -0.6371
H: 3.523 -1.522 -1.113  0.3234
H: 4.930 -1.300 -0.582  0.3133
O: -3.346 1.225 -0.620  -0.5879
H: -2.997 1.861 0.015  0.3455
H: -3.144 0.368 -0.228  0.2600

Output
HOMO-LUMO gap ... 11.35 eV
ΔE to the lowest compared entry with this formula, charge and spin ... 56.4 kcal per mole
SMILES ... O.O.O.O.O.O.O
HOMO energy ... -11.50 eV
E ... -14559.01483 eV

No. 8
A 7-piece molecular cluster, H14O7 overall. Source: the Open Molecules 2025 dataset; level of theory: ωB97M-V with the def2-TZVPD basis set.

Each line ends with the Mulliken charge.
Geometry (Å):
O: 0.980 -0.629 -1.604  -0.6181
H: 0.051 -0.641 -1.860  0.2771
H: 0.958 -0.596 -0.641  0.3190
O: -1.582 -2.148 0.336  -0.5853
H: -2.411 -1.659 0.383  0.3106
H: -1.796 -3.009 0.713  0.2819
O: -2.420 0.874 2.427  -0.6413
H: -2.230 1.813 2.528  0.3136
H: -1.567 0.485 2.202  0.3189
O: -3.183 -1.207 -1.995  -0.6101
H: -2.540 -0.738 -2.538  0.3057
H: -3.961 -0.637 -2.006  0.3194
O: 3.997 -0.159 -0.502  -0.6159
H: 3.050 0.007 -0.571  0.2977
H: 4.400 0.682 -0.745  0.3150
O: 1.891 4.187 -1.962  -0.6379
H: 1.838 3.439 -2.567  0.3234
H: 1.429 3.883 -1.173  0.3139
O: 0.487 -1.018 3.159  -0.5966
H: 0.036 -0.926 4.006  0.3091
H: 1.375 -1.310 3.396  0.2999

Output
HOMO-LUMO gap ... 11.28 eV
ΔE to the lowest compared entry with this formula, charge and spin ... 48.6 kcal per mole
SMILES ... O.O.O.O.O.O.O
HOMO energy ... -11.20 eV
E ... -14559.35323 eV